1.
Below is a structure of composition C53H45BrClN2O2P2Ti, with properties calculated with ωB97M-V/def2-TZVPD.

M: 967.13 g mol⁻¹
highest occupied orbital energy: -14.759 eV
net charge: +3
LUMO level: -10.0 eV
gap between HOMO and LUMO: 0.1735 hartree
total energy: -187000.6584 eV

Cartesian coordinates (Å):
Ti (-0.44, 0.90, -0.05)
Cl (1.11, 1.62, -3.41)
C (0.62, 0.05, -4.01)
C (1.34, -0.48, -5.06)
C (0.96, -1.71, -5.59)
C (-0.12, -2.40, -5.07)
C (-0.84, -1.85, -4.01)
C (-0.48, -0.62, -3.48)
P (-1.51, 0.18, -2.23)
C (-2.47, 1.38, -3.18)
C (-3.21, 0.91, -4.27)
C (-3.93, 1.79, -5.06)
C (-3.91, 3.15, -4.78)
C (-3.15, 3.63, -3.72)
C (-2.43, 2.75, -2.93)
C (-2.53, -1.08, -1.48)
C (-3.84, -1.39, -1.82)
C (-4.51, -2.38, -1.11)
C (-3.88, -3.05, -0.06)
C (-2.57, -2.74, 0.29)
C (-1.90, -1.76, -0.43)
H (2.18, 0.07, -5.48)
H (1.52, -2.13, -6.42)
H (-0.42, -3.35, -5.48)
H (-1.69, -2.39, -3.60)
H (-3.21, -0.15, -4.53)
H (-4.50, 1.42, -5.90)
H (-4.48, 3.84, -5.39)
H (-3.12, 4.70, -3.52)
H (-1.82, 3.15, -2.13)
H (-4.35, -0.87, -2.62)
H (-5.53, -2.63, -1.37)
H (-4.41, -3.83, 0.48)
H (-2.08, -3.28, 1.09)
H (-0.85, -1.59, -0.21)
C (0.90, 3.59, -0.15)
O (1.04, 2.11, -0.08)
C (2.36, 1.54, 0.08)
C (3.39, 2.21, 0.69)
C (4.59, 1.54, 0.81)
Br (5.99, 2.37, 1.73)
C (4.77, 0.27, 0.28)
C (3.71, -0.38, -0.36)
C (2.48, 0.26, -0.40)
O (1.32, -0.38, -0.83)
C (3.88, -1.71, -0.97)
N (4.64, -2.63, -0.48)
C (4.59, -3.67, -1.41)
C (5.26, -4.89, -1.39)
C (5.09, -5.72, -2.47)
C (4.27, -5.35, -3.56)
C (3.59, -4.15, -3.59)
C (3.76, -3.33, -2.48)
N (3.27, -2.06, -2.17)
H (1.86, 4.00, -0.43)
H (0.56, 3.95, 0.81)
H (0.18, 3.79, -0.94)
H (3.28, 3.22, 1.06)
H (5.71, -0.25, 0.35)
H (1.55, -1.27, -1.18)
H (5.89, -5.16, -0.56)
H (5.60, -6.67, -2.50)
H (4.18, -6.03, -4.41)
H (2.99, -3.86, -4.44)
H (2.84, -1.43, -2.83)
C (2.17, 2.24, 3.65)
C (0.94, 3.11, 3.51)
C (1.03, 4.45, 3.90)
C (-0.08, 5.28, 3.90)
C (-1.32, 4.79, 3.53)
C (-1.44, 3.47, 3.13)
C (-0.32, 2.64, 3.10)
P (-0.51, 0.92, 2.57)
C (0.12, -0.16, 3.87)
C (-0.02, 0.29, 5.18)
C (0.33, -0.55, 6.23)
C (0.81, -1.82, 5.96)
C (0.94, -2.26, 4.66)
C (0.61, -1.44, 3.59)
C (0.77, -1.95, 2.18)
C (-2.29, 0.56, 2.46)
C (-2.96, -0.18, 3.42)
C (-4.28, -0.55, 3.21)
C (-4.92, -0.21, 2.02)
C (-4.25, 0.52, 1.05)
C (-2.94, 0.94, 1.27)
C (-2.25, 1.82, 0.26)
H (2.24, 1.85, 4.67)
H (3.08, 2.82, 3.47)
H (2.18, 1.38, 2.98)
H (1.99, 4.83, 4.23)
H (0.03, 6.31, 4.23)
H (-2.20, 5.43, 3.56)
H (-2.42, 3.08, 2.89)
H (-0.40, 1.28, 5.39)
H (0.23, -0.20, 7.25)
H (1.08, -2.48, 6.78)
H (1.31, -3.26, 4.46)
H (1.30, -2.90, 2.16)
H (1.35, -1.25, 1.57)
H (-0.20, -2.11, 1.71)
H (-2.47, -0.47, 4.34)
H (-4.82, -1.10, 3.97)
H (-5.94, -0.51, 1.85)
H (-4.76, 0.81, 0.14)
H (-1.93, 2.79, 0.67)
H (-2.89, 2.00, -0.60)

***

2.
Below is a structure of composition C53H47N10S6SnTe in a non-equilibrium geometry, with properties calculated with ωB97M-V/def2-TZVPD.

M: 1262.74 g mol⁻¹
highest occupied orbital energy: -2.547 eV
net charge: -1
LUMO level: 1.6 eV
gap between HOMO and LUMO: 0.1533 hartree
energy above the lowest of the compared OMol25 structures with the same formula, charge and spin: 1.066 eV
total energy: -148754.0907 eV

Cartesian coordinates (Å):
Sn (-1.68, -0.17, 1.96)
C (-3.47, 3.91, 3.47)
C (-3.29, 2.58, 2.82)
N (-2.65, 1.60, 3.37)
N (-2.19, 1.78, 4.61)
C (-1.27, 1.00, 5.08)
N (-0.83, 1.31, 6.33)
S (-0.46, -0.32, 4.34)
C (-3.79, 2.38, 1.47)
C (-4.32, 3.42, 0.70)
C (-4.77, 3.16, -0.57)
C (-4.69, 1.87, -1.07)
C (-4.16, 0.90, -0.24)
N (-3.72, 1.14, 0.98)
H (-3.12, 3.84, 4.50)
H (-4.52, 4.21, 3.46)
H (-2.87, 4.64, 2.93)
H (-1.44, 1.89, 6.88)
H (-0.30, 0.60, 6.81)
H (-4.35, 4.42, 1.10)
H (-5.19, 3.96, -1.18)
H (-5.02, 1.62, -2.07)
H (-4.08, -0.14, -0.55)
N (-0.52, -2.13, 1.39)
S (0.27, -2.82, 0.40)
N (1.65, -2.13, -0.22)
S (1.83, -1.35, -1.53)
N (0.88, -0.26, -2.05)
S (-0.04, 0.70, -0.98)
N (-1.20, 0.02, -0.47)
C (1.35, 1.21, 0.05)
C (1.65, 0.46, 1.16)
C (2.80, 0.74, 1.89)
C (3.64, 1.76, 1.47)
C (3.33, 2.51, 0.35)
C (2.17, 2.24, -0.37)
C (-0.38, 2.04, -2.13)
C (0.39, 2.33, -3.24)
C (0.08, 3.43, -4.02)
C (-0.99, 4.25, -3.67)
C (-1.78, 3.94, -2.58)
C (-1.48, 2.82, -1.81)
C (3.51, -0.75, -1.41)
C (4.40, -1.30, -0.50)
C (5.72, -0.87, -0.50)
C (6.14, 0.10, -1.40)
C (5.24, 0.65, -2.31)
C (3.93, 0.22, -2.32)
C (2.03, -2.42, -2.95)
C (1.45, -2.04, -4.15)
C (1.69, -2.79, -5.29)
C (2.50, -3.91, -5.22)
C (3.07, -4.29, -4.01)
C (2.84, -3.55, -2.87)
C (1.13, -4.22, 1.16)
C (0.67, -5.52, 1.08)
C (1.34, -6.53, 1.75)
C (2.47, -6.24, 2.50)
C (2.91, -4.93, 2.61)
C (2.23, -3.92, 1.96)
C (-0.47, -3.39, -1.15)
C (-1.46, -2.61, -1.71)
C (-1.92, -2.91, -2.98)
C (-1.40, -3.99, -3.67)
C (-0.40, -4.76, -3.10)
C (0.09, -4.45, -1.84)
H (1.01, -0.35, 1.46)
H (3.01, 0.18, 2.78)
H (4.54, 1.98, 2.03)
H (3.97, 3.32, 0.04)
H (1.89, 2.84, -1.22)
H (1.21, 1.68, -3.51)
H (0.68, 3.67, -4.89)
H (-1.21, 5.13, -4.26)
H (-2.62, 4.56, -2.31)
H (-2.09, 2.54, -0.97)
H (4.05, -2.05, 0.18)
H (6.42, -1.30, 0.19)
H (7.17, 0.44, -1.40)
H (5.57, 1.40, -3.01)
H (3.20, 0.62, -3.02)
H (0.81, -1.17, -4.15)
H (1.24, -2.49, -6.23)
H (2.70, -4.48, -6.12)
H (3.69, -5.17, -3.96)
H (3.27, -3.83, -1.92)
H (-0.23, -5.74, 0.51)
H (0.98, -7.54, 1.69)
H (3.01, -7.03, 3.02)
H (3.77, -4.69, 3.22)
H (2.52, -2.88, 2.05)
H (-1.82, -1.75, -1.16)
H (-2.68, -2.29, -3.43)
H (-1.75, -4.23, -4.66)
H (0.02, -5.60, -3.64)
H (0.89, -5.03, -1.41)
Te (-3.86, -1.84, 2.50)
C (-2.93, -3.71, 2.88)
C (-2.64, -4.70, 2.00)
C (-2.17, -5.89, 2.61)
C (-2.10, -5.79, 3.96)
S (-2.60, -4.23, 4.49)
H (-2.78, -4.58, 0.94)
H (-1.91, -6.78, 2.06)
H (-1.78, -6.53, 4.67)
C (-3.02, 7.51, 2.33)
C (-1.92, 6.94, 1.48)
C (-1.10, 7.73, 0.68)
C (-0.10, 7.05, -0.01)
N (0.08, 5.75, 0.05)
C (-0.76, 5.06, 0.85)
S (-0.56, 3.39, 0.99)
N (-1.76, 5.64, 1.54)
H (-3.12, 8.58, 2.19)
H (-2.81, 7.30, 3.38)
H (-3.97, 7.03, 2.09)
H (-1.22, 8.80, 0.61)
H (0.59, 7.59, -0.66)

***

3.
Below is a structure of composition C53H48AlBrF4GeN3PS2 in a non-equilibrium geometry, with properties calculated with ωB97M-V/def2-TZVPD.

M: 1077.58 g mol⁻¹
highest occupied orbital energy: -6.938 eV
LUMO level: 0.3 eV
gap between HOMO and LUMO: 0.2667 hartree
energy above the lowest of the compared OMol25 structures with the same formula, charge and spin: 0.000 eV
total energy: -235195.7938 eV

Cartesian coordinates (Å):
Al (0.45, 0.62, 0.03)
S (-0.18, 2.27, 1.63)
C (-1.69, 1.50, 2.04)
N (-2.36, 2.25, 3.07)
C (-3.79, 2.21, 2.92)
C (-4.36, 0.78, 2.77)
N (-3.56, 0.10, 1.72)
C (-4.36, -0.87, 0.95)
C (-5.37, -0.21, 0.06)
C (-6.54, -0.87, -0.31)
C (-7.44, -0.26, -1.20)
C (-7.21, 1.03, -1.65)
C (-6.07, 1.69, -1.25)
C (-5.15, 1.08, -0.44)
C (-2.31, 0.56, 1.33)
S (-1.64, -0.19, -0.12)
C (-1.85, 2.15, 4.41)
C (-2.14, 0.84, 5.06)
C (-3.20, 0.77, 5.96)
C (-3.59, -0.44, 6.53)
C (-2.92, -1.63, 6.14)
C (-1.88, -1.54, 5.26)
C (-1.51, -0.33, 4.69)
H (-4.12, 2.76, 2.01)
H (-4.34, 2.67, 3.76)
H (-5.35, 0.92, 2.36)
H (-4.36, 0.24, 3.71)
H (-4.93, -1.45, 1.69)
H (-3.70, -1.56, 0.38)
H (-6.81, -1.85, 0.12)
H (-8.36, -0.78, -1.45)
H (-7.99, 1.52, -2.22)
H (-5.87, 2.69, -1.62)
H (-4.22, 1.55, -0.18)
H (-2.29, 2.93, 5.01)
H (-0.79, 2.35, 4.41)
H (-3.75, 1.69, 6.25)
H (-4.43, -0.44, 7.22)
H (-3.23, -2.57, 6.54)
H (-1.42, -2.45, 4.96)
H (-0.60, -0.29, 4.07)
F (5.71, -6.51, 1.05)
C (4.90, -5.52, 0.62)
C (4.50, -5.43, -0.69)
F (5.00, -6.35, -1.53)
C (3.71, -4.37, -1.07)
F (3.36, -4.31, -2.35)
C (3.24, -3.38, -0.18)
P (2.16, -1.99, -0.85)
C (3.34, -1.37, -2.11)
C (3.12, -1.12, -3.46)
C (4.13, -0.56, -4.24)
C (5.28, -0.08, -3.68)
C (5.47, -0.23, -2.32)
C (4.52, -0.91, -1.55)
C (0.83, -3.03, -1.52)
C (0.09, -3.65, -0.52)
C (-1.03, -4.39, -0.83)
C (-1.51, -4.46, -2.13)
C (-0.79, -3.85, -3.13)
C (0.38, -3.12, -2.83)
C (3.58, -3.55, 1.17)
Br (2.96, -2.38, 2.49)
C (4.41, -4.60, 1.52)
F (4.71, -4.77, 2.82)
H (2.21, -1.37, -3.91)
H (4.05, -0.51, -5.33)
H (6.01, 0.39, -4.32)
H (6.34, 0.16, -1.81)
H (4.78, -1.13, -0.53)
H (0.37, -3.51, 0.52)
H (-1.53, -4.89, -0.02)
H (-2.42, -5.02, -2.34)
H (-1.11, -3.88, -4.17)
H (0.93, -2.71, -3.64)
C (2.89, 1.00, 4.47)
Ge (2.81, 1.58, 2.61)
C (2.50, 3.50, 2.73)
C (4.32, 1.08, 1.46)
C (1.12, 0.89, 1.84)
H (3.82, 1.27, 5.02)
H (2.85, -0.10, 4.46)
H (2.03, 1.39, 5.02)
H (3.31, 3.98, 3.27)
H (1.54, 3.68, 3.22)
H (2.45, 3.98, 1.75)
H (5.20, 1.74, 1.59)
H (4.01, 1.08, 0.39)
H (4.66, 0.04, 1.67)
H (0.56, 0.20, 2.52)
N (0.97, 0.73, -1.67)
C (0.89, 1.54, -2.60)
C (0.94, 3.06, -2.43)
C (0.12, 3.93, -3.14)
C (0.14, 5.28, -2.84)
C (0.98, 5.78, -1.87)
C (1.80, 4.93, -1.15)
C (1.78, 3.57, -1.44)
C (0.72, 1.02, -4.00)
C (1.40, 1.59, -5.04)
C (1.34, 1.05, -6.31)
C (0.60, -0.09, -6.56)
C (-0.15, -0.66, -5.53)
C (-0.08, -0.09, -4.26)
H (-0.54, 3.57, -3.90)
H (-0.46, 5.96, -3.42)
H (0.98, 6.82, -1.63)
H (2.42, 5.34, -0.39)
H (2.39, 2.88, -0.87)
H (2.00, 2.46, -4.86)
H (1.85, 1.56, -7.13)
H (0.61, -0.47, -7.57)
H (-0.70, -1.57, -5.74)
H (-0.53, -0.55, -3.41)

***

4.
Below is a structure of composition C53H48FKN3O4P2S2Si, with properties calculated with ωB97M-V/def2-TZVPD.

M: 1003.25 g mol⁻¹
highest occupied orbital energy: -4.241 eV
net charge: -1
LUMO level: 2.1 eV
gap between HOMO and LUMO: 0.2313 hartree
energy above the lowest of the compared OMol25 structures with the same formula, charge and spin: 0.593 eV
total energy: -135574.1159 eV

Cartesian coordinates (Å):
K (-0.57, -0.47, 0.04)
C (-1.16, 1.71, 4.40)
Si (-1.19, 0.11, 3.40)
C (-2.68, 0.22, 2.24)
C (-1.53, -1.31, 4.59)
N (0.20, -0.10, 2.45)
C (1.49, -0.20, 2.76)
C (2.07, -0.26, 4.06)
C (3.44, -0.40, 4.28)
C (4.34, -0.51, 3.23)
C (3.83, -0.45, 1.93)
C (2.48, -0.31, 1.74)
F (2.02, -0.23, 0.44)
H (-2.07, 1.82, 5.00)
H (-1.10, 2.57, 3.72)
H (-0.30, 1.75, 5.07)
H (-3.61, 0.34, 2.80)
H (-2.83, -0.66, 1.61)
H (-2.58, 1.08, 1.57)
H (-2.47, -1.16, 5.13)
H (-0.73, -1.42, 5.34)
H (-1.61, -2.27, 4.05)
H (1.40, -0.17, 4.92)
H (3.79, -0.44, 5.31)
H (5.40, -0.62, 3.40)
H (4.47, -0.50, 1.05)
O (0.13, -1.02, -3.29)
N (0.39, 0.29, -2.92)
C (-0.17, 1.08, -3.74)
C (-0.08, 2.55, -3.69)
C (-0.20, 3.18, -4.94)
C (-0.13, 4.55, -5.07)
C (0.06, 5.34, -3.94)
C (0.16, 4.73, -2.70)
C (0.09, 3.34, -2.54)
P (0.15, 2.63, -0.84)
C (1.90, 2.88, -0.38)
C (2.25, 2.72, 0.97)
C (3.58, 2.73, 1.36)
C (4.59, 2.90, 0.42)
C (4.26, 3.04, -0.92)
C (2.92, 3.03, -1.32)
C (-0.73, 3.90, 0.16)
C (-2.11, 3.73, 0.27)
C (-2.88, 4.61, 1.02)
C (-2.27, 5.67, 1.68)
C (-0.90, 5.84, 1.59)
C (-0.13, 4.97, 0.83)
H (0.26, -1.52, -2.45)
H (-0.76, 0.65, -4.55)
H (-0.36, 2.56, -5.82)
H (-0.23, 5.01, -6.05)
H (0.11, 6.42, -4.02)
H (0.28, 5.35, -1.82)
H (1.48, 2.53, 1.71)
H (3.82, 2.57, 2.41)
H (5.63, 2.89, 0.73)
H (5.03, 3.16, -1.67)
H (2.68, 3.14, -2.37)
H (-2.59, 2.89, -0.24)
H (-3.95, 4.46, 1.09)
H (-2.87, 6.35, 2.28)
H (-0.42, 6.66, 2.11)
H (0.94, 5.11, 0.77)
O (-6.47, -0.76, 1.33)
S (-6.42, -0.62, -0.10)
O (-7.32, -1.44, -0.88)
N (-4.88, -0.77, -0.65)
C (-4.43, 0.35, -1.17)
S (-2.89, 0.61, -1.78)
C (-5.44, 1.49, -1.14)
C (-5.29, 2.79, -1.58)
C (-6.36, 3.67, -1.40)
C (-7.55, 3.24, -0.80)
C (-7.69, 1.93, -0.36)
C (-6.62, 1.08, -0.54)
H (-4.37, 3.10, -2.04)
H (-6.27, 4.69, -1.74)
H (-8.36, 3.95, -0.67)
H (-8.61, 1.60, 0.11)
O (0.34, -2.48, -0.93)
P (1.23, -3.68, -0.79)
C (1.06, -4.48, 0.81)
C (1.00, -3.59, 1.88)
C (0.92, -4.05, 3.19)
C (0.86, -5.42, 3.42)
C (0.92, -6.32, 2.36)
C (1.02, -5.85, 1.06)
C (0.97, -4.83, -2.15)
C (1.44, -4.44, -3.40)
C (1.17, -5.21, -4.52)
C (0.43, -6.38, -4.40)
C (-0.06, -6.76, -3.16)
C (0.20, -5.99, -2.04)
C (2.96, -3.17, -0.88)
C (3.27, -1.99, -1.56)
C (4.60, -1.59, -1.68)
C (5.61, -2.36, -1.12)
C (5.30, -3.52, -0.43)
C (3.98, -3.93, -0.31)
H (1.02, -2.51, 1.72)
H (0.88, -3.33, 4.00)
H (0.78, -5.79, 4.44)
H (0.89, -7.39, 2.55)
H (1.10, -6.57, 0.25)
H (2.01, -3.53, -3.51)
H (1.54, -4.89, -5.49)
H (0.22, -6.98, -5.28)
H (-0.66, -7.66, -3.06)
H (-0.24, -6.27, -1.09)
H (2.48, -1.37, -1.97)
H (4.83, -0.67, -2.20)
H (6.64, -2.03, -1.21)
H (6.09, -4.10, 0.04)
H (3.74, -4.83, 0.25)

***

- Which formula does entry 4 have?
  C53H48FKN3O4P2S2Si

***

- Among the records above, which one has the highest M?
  C53H47N10S6SnTe

***

- Which value of gap between HOMO and LUMO does entry 2 give?
  0.1533 hartree